Here is C32H42F2N9O5S2Ti as an isolated structure from the OMol25 dataset. Energies are from wB97M-V/def2-TZVPD.

Calculated values
* energy relative to the best compared isomer or geometry (same formula, charge and spin): 16.4 kJ/mol
* orbital gap (alpha / beta): 4.069 / 5.975 eV
* LUMO level (alpha / beta): 1.44 / 1.44 eV
* HOMO level (alpha / beta): -2.63 / -4.54 eV
* calculated total energy: -107733.368 eV
* 2S+1: 3
* total charge: -1

```
93
Properties=species:S:1:pos:R:3:forces:R:3
Ti -2.267 0.034 -0.508 -0.4 -0.1 0.8
C -2.068 4.214 -1.622 0.0 0.0 0.2
C -2.424 2.778 -1.349 -0.2 0.2 -0.1
N -2.138 2.140 -0.210 0.1 -0.1 -1.0
N -1.560 2.884 0.793 0.0 0.0 0.2
C -1.662 2.296 1.947 0.0 0.1 0.0
N -1.082 2.958 3.029 0.0 0.1 -0.1
S -2.453 0.795 2.243 0.0 -0.2 -0.3
C -3.235 2.078 -2.283 0.0 0.2 -0.1
C -3.635 2.622 -3.529 -0.2 -0.1 0.0
C -4.523 1.937 -4.311 0.1 0.0 0.0
C -5.016 0.684 -3.882 0.0 0.0 0.0
C -4.540 0.174 -2.701 0.0 0.0 0.0
N -3.675 0.827 -1.912 0.4 -0.1 0.2
H -1.382 4.599 -0.872 0.0 -0.1 0.0
H -2.960 4.847 -1.591 0.0 0.0 0.0
H -1.623 4.328 -2.613 0.0 0.0 0.0
H -0.989 3.952 2.867 0.0 0.0 0.0
H -1.532 2.728 3.901 0.0 0.0 0.0
H -3.247 3.578 -3.852 0.0 0.0 0.0
H -4.839 2.354 -5.260 0.0 0.0 0.0
H -5.714 0.114 -4.478 0.0 0.0 0.0
H -4.826 -0.809 -2.348 0.0 0.0 0.0
O -0.222 -0.538 0.349 0.1 -0.1 0.0
C 0.196 -1.011 1.619 0.1 0.0 0.0
C 0.940 0.034 2.421 -0.2 0.1 -0.1
C 0.868 0.047 3.811 0.0 0.0 0.0
C 1.570 1.009 4.508 0.0 0.0 0.0
C 2.291 1.959 3.796 0.0 0.0 0.0
C 2.278 1.883 2.417 0.1 0.0 0.0
N 1.647 0.927 1.735 0.0 0.0 -0.1
H 0.423 0.107 0.009 0.0 0.1 0.0
H 0.840 -1.887 1.477 0.0 0.0 0.0
H -0.693 -1.311 2.165 0.0 0.0 0.0
H 0.235 -0.670 4.316 0.0 0.0 0.0
H 1.528 1.047 5.589 0.0 0.0 0.0
H 2.823 2.758 4.293 0.0 0.0 0.0
H 2.802 2.630 1.829 0.0 0.0 0.0
F -1.171 -0.267 -3.457 0.1 0.0 0.0
C -1.458 -1.064 -2.345 -0.1 0.3 0.6
F -2.394 -1.994 -2.823 0.0 0.0 -0.1
H -0.541 -1.651 -2.163 0.0 -0.1 -0.2
C -2.172 -5.911 0.832 0.0 0.0 0.0
N -1.894 -4.764 -0.003 0.0 0.0 0.0
C -2.655 -4.816 -1.236 -0.1 0.0 0.0
C -1.936 -3.453 0.653 0.0 0.0 0.0
C -3.293 -2.808 0.907 0.1 0.0 -0.1
C -4.228 -3.489 1.691 0.0 0.0 0.0
C -5.497 -2.977 1.903 0.0 0.0 0.0
C -5.830 -1.753 1.341 0.0 0.0 0.0
C -4.876 -1.054 0.615 0.0 0.0 -0.1
C -3.580 -1.541 0.366 0.1 0.1 -0.1
H -1.791 -6.813 0.343 0.0 0.0 0.0
H -3.243 -6.077 1.027 0.0 0.0 0.0
H -1.664 -5.808 1.794 0.0 0.0 0.0
H -2.441 -5.756 -1.751 0.0 0.0 0.0
H -2.378 -3.987 -1.884 0.0 0.0 0.0
H -3.743 -4.758 -1.068 0.0 0.0 0.0
H -1.362 -2.767 0.025 0.0 0.0 0.0
H -1.380 -3.563 1.593 0.0 0.0 0.0
H -3.957 -4.430 2.156 0.0 0.0 0.0
H -6.214 -3.522 2.508 0.0 0.0 0.0
H -6.819 -1.331 1.491 0.0 0.0 0.0
H -5.154 -0.075 0.232 0.0 0.0 0.0
C 8.189 -0.898 1.508 0.1 0.0 0.0
C 6.986 0.024 1.408 -0.1 0.1 0.0
S 6.424 0.127 -0.283 0.0 0.1 0.2
O 6.012 -1.190 -0.699 -0.1 0.0 -0.1
O 7.422 0.827 -1.055 0.0 0.0 0.0
C 4.980 1.170 -0.179 0.1 -0.1 0.0
C 4.500 1.535 -1.584 0.0 0.0 0.0
N 3.071 1.808 -1.561 -0.1 -0.2 0.1
C 2.125 0.872 -1.818 0.1 0.0 -0.1
N 0.909 1.297 -1.529 -0.1 0.3 0.1
C 1.044 2.557 -1.038 0.4 -0.2 0.1
C 2.375 2.879 -1.022 -0.1 0.1 -0.4
N 2.976 4.069 -0.562 0.0 0.1 0.7
O 4.206 4.133 -0.528 -0.1 0.0 -0.2
O 2.241 4.942 -0.135 0.1 -0.1 -0.3
C 2.424 -0.493 -2.320 0.0 0.0 -0.1
H 8.533 -0.929 2.541 0.0 0.0 0.0
H 9.007 -0.538 0.884 0.0 0.0 0.0
H 7.930 -1.909 1.200 0.0 0.0 0.0
H 7.222 1.040 1.725 0.0 0.0 0.0
H 6.143 -0.345 1.997 0.0 0.0 0.0
H 5.245 2.057 0.395 0.0 0.0 0.0
H 4.203 0.611 0.345 0.0 -0.1 0.1
H 4.648 0.698 -2.265 0.0 0.0 0.0
H 5.041 2.389 -1.974 0.0 0.0 0.0
H 0.220 3.122 -0.644 -0.1 0.1 0.0
H 2.942 -0.470 -3.280 0.0 0.0 0.0
H 1.472 -0.999 -2.449 0.0 -0.1 0.0
H 3.043 -1.055 -1.617 0.0 0.0 0.0
```
Positions in Å, forces in eV/Å.